Formula: C13H23I2InOP2Te
Source: the OMol25 dataset
Level of theory: ωB97M-V/def2-TZVPD

Each line ends with the Löwdin charge.
Positions of all 43 atoms, in Å:
I (2.47333, 3.62865, -1.33758)  0.33
I (3.61259, 0.13339, -4.76059)  0.99
In (1.44961, 1.17307, -1.14090)  -0.17
P (2.63747, -0.64633, 0.49599)  0.73
C (4.22663, -0.96786, -0.32272)  -0.25
C (3.07825, -0.21461, 2.21931)  -0.23
H (3.33718, -1.15721, 2.75554)  0.08
H (2.35001, -2.92529, 1.41390)  0.08
H (2.20954, 0.25200, 2.71150)  0.01
H (0.80852, -2.17059, 0.87648)  0.04
H (4.59147, -0.01389, -0.72568)  0.05
H (3.91628, 0.48073, 2.28311)  0.07
C (1.87545, -2.30732, 0.63105)  -0.22
H (4.94153, -1.37194, 0.40930)  0.07
H (1.93485, -2.84627, -0.32850)  0.06
H (4.06239, -1.68320, -1.13950)  0.05
P (-1.09771, 0.70668, -1.87330)  0.74
C (-1.06893, 0.86422, -3.68938)  -0.24
C (-1.77397, -0.97006, -1.56930)  -0.21
H (-2.68528, 1.63630, -0.23717)  0.03
H (-3.28827, 1.61095, -1.93634)  0.08
H (-2.14594, 2.89379, -1.37312)  0.07
C (-2.41130, 1.83320, -1.28800)  -0.23
H (-1.74122, -1.16944, -0.48710)  0.04
H (-2.81757, -1.05680, -1.92671)  0.08
H (-2.07657, 1.11872, -4.05418)  0.07
H (-0.72724, -0.08947, -4.11270)  0.06
H (-1.15598, -1.72488, -2.08386)  0.06
H (-0.35950, 1.66449, -3.94929)  0.05
C (2.45438, -0.66856, -3.20648)  -0.81
O (1.76946, -1.58699, -2.88048)  -0.03
Te (0.27400, 2.23557, 1.29447)  1.07
C (-1.38218, 1.22182, 2.09417)  -0.62
C (-1.14807, -0.12303, 2.46113)  -0.18
C (-2.22494, -0.92543, 2.82860)  -0.07
C (-3.52263, -0.39044, 2.95724)  -0.04
C (-3.72280, 0.96661, 2.71329)  -0.06
C (-2.65977, 1.80266, 2.33503)  -0.13
H (-0.09930, -0.47730, 2.52708)  0.08
H (-2.04075, -1.98208, 3.02720)  0.12
H (-4.35380, -1.04380, 3.26863)  0.13
H (-4.71357, 1.39961, 2.85809)  0.12
H (-2.78565, 2.89034, 2.26178)  0.12

Computed properties:
Frontier orbital gap (alpha / beta): 6.2383 / 5.5414 eV
Energy relative to the best compared isomer or geometry (same formula, charge and spin): 0.4473 eV
E_HOMO (alpha / beta): -14.5 / -14.2 eV
E: -2320.05291 hartree
Total charge: +2
E_LUMO (alpha / beta): -8.24 / -8.63 eV

---

Formula: C13H23I2LaOP2S
Source: the OMol25 dataset
Level of theory: ωB97M-V/def2-TZVPD

Each line ends with the Löwdin charge.
Positions of all 43 atoms, in Å:
I (-1.77187, 2.69087, -2.79825)  -0.02
I (-5.21933, 0.41315, -1.75155)  0.92
La (0.25632, 0.78953, -0.55279)  1.23
P (-0.17952, -1.50198, -2.56062)  0.70
C (-1.40212, -1.44062, -3.94277)  -0.27
C (1.40492, -1.25869, -3.31083)  -0.31
H (1.77834, -2.06046, -3.99755)  0.09
H (0.27253, -3.95734, -2.75850)  0.08
H (2.16449, -1.15766, -2.49756)  0.05
H (0.52577, -3.27528, -1.11669)  0.01
H (-1.40759, -0.44612, -4.42828)  0.03
H (1.44824, -0.30616, -3.88137)  0.06
C (-0.10908, -3.23758, -2.01337)  -0.25
H (-1.24976, -2.21974, -4.77853)  0.09
H (-1.09538, -3.58019, -1.70489)  0.05
H (-2.45801, -1.55331, -3.59198)  0.04
P (-1.41906, 2.42089, 1.64150)  0.72
C (-2.98299, 3.31463, 1.17663)  -0.28
C (-1.70247, 1.68443, 3.28674)  -0.25
H (0.78833, 3.16325, 2.00613)  0.04
H (-0.29367, 4.23319, 2.90922)  0.08
H (-0.11290, 4.39859, 1.15716)  0.07
C (-0.20624, 3.65411, 1.96805)  -0.31
H (-0.98696, 0.85447, 3.40158)  0.03
H (-1.57644, 2.36402, 4.14999)  0.07
H (-3.40161, 4.12024, 1.93111)  0.11
H (-3.85468, 2.64692, 0.96643)  0.03
H (-2.69179, 1.24456, 3.37116)  0.05
H (-2.89989, 3.85607, 0.21253)  0.01
C (-1.94089, 0.02487, -0.35014)  -0.44
O (-3.11295, 0.06170, -0.56321)  -0.37
S (-0.12524, -1.39306, 1.13224)  0.60
C (1.52537, -1.26581, 1.57657)  -0.75
C (2.19767, -0.18106, 2.02894)  -0.20
C (3.55841, -0.09378, 1.88164)  -0.05
C (4.24819, -1.25784, 1.41224)  -0.07
C (3.58363, -2.41334, 1.12118)  -0.10
C (2.18633, -2.55027, 1.24957)  -0.11
H (1.38512, 0.54154, 2.30521)  0.09
H (3.90249, 0.83080, 2.25392)  0.10
H (5.36910, -1.18583, 1.38966)  0.14
H (4.11314, -3.55591, 0.93787)  0.19
H (1.49204, -3.41579, 1.13164)  0.10

Computed properties:
Frontier orbital gap (alpha / beta): 3.2779 / 2.9098 eV
Energy relative to the best compared isomer or geometry (same formula, charge and spin): 4.1942 eV
E_HOMO (alpha / beta): -13.7 / -13.7 eV
E: -2291.56203 hartree
Total charge: +2
E_LUMO (alpha / beta): -10.40 / -10.76 eV

---

Formula: C13H23I2OP2SnTe
Source: the OMol25 dataset
Level of theory: ωB97M-V/def2-TZVPD

Each line ends with the Löwdin charge.
Positions of all 43 atoms, in Å:
I (2.65620, 3.34209, 2.72050)  1.14
I (4.54041, 0.14497, -0.63496)  1.21
Sn (1.44134, 0.44086, 0.00997)  0.59
P (1.03319, -1.12625, 2.12457)  0.73
C (2.34061, -0.94733, 3.39792)  -0.22
C (-0.53640, -1.01515, 3.07146)  -0.22
H (-0.57656, -1.83648, 3.80912)  0.09
H (0.94339, -3.48855, 2.63423)  0.09
H (-1.37435, -1.09841, 2.36174)  0.06
H (0.25886, -3.19472, 1.01625)  0.02
H (2.21740, 0.01364, 3.91930)  0.05
H (-0.60635, -0.04087, 3.58017)  0.07
C (1.07840, -2.92120, 1.69501)  -0.22
H (2.30493, -1.81230, 4.07941)  0.09
H (1.99795, -3.18104, 1.14545)  0.07
H (3.31378, -0.91485, 2.89340)  0.05
P (0.52659, 2.39966, -1.51800)  0.71
C (1.66940, 3.79985, -1.54040)  -0.23
C (0.38838, 1.92019, -3.27102)  -0.23
H (-1.82889, 2.37422, -0.96649)  0.05
H (-1.38870, 3.74489, -2.06207)  0.09
H (-1.02965, 3.78776, -0.27503)  0.07
C (-1.09200, 3.16127, -1.17497)  -0.21
H (-0.15061, 0.97007, -3.36827)  0.00
H (-0.21316, 2.70436, -3.76681)  0.09
H (1.39959, 4.44503, -2.38391)  0.09
H (2.68267, 3.41111, -1.67257)  0.05
H (1.37678, 1.68120, -3.69444)  0.08
H (1.62462, 4.30389, -0.56778)  0.05
C (3.29591, 1.25776, 0.55808)  -1.07
O (3.66832, 2.32826, 1.19350)  -0.65
Te (0.57557, -1.61562, -1.91941)  1.05
C (-1.44306, -1.85538, -1.57240)  -0.64
C (-1.79532, -3.06971, -0.93130)  -0.17
C (-3.11678, -3.29469, -0.53607)  -0.04
C (-4.09809, -2.29720, -0.72045)  -0.01
C (-3.69853, -1.03655, -1.19720)  -0.05
C (-2.37900, -0.79803, -1.58202)  -0.15
H (-1.04204, -3.82541, -0.73506)  0.08
H (-3.39145, -4.30856, -0.23196)  0.13
H (-5.16337, -2.50068, -0.55088)  0.13
H (-4.39351, -0.23129, -1.43708)  0.12
H (-2.01647, 0.17920, -1.89952)  0.07

Computed properties:
Frontier orbital gap: 4.8556 eV
Energy relative to the best compared isomer or geometry (same formula, charge and spin): 0.2434 eV
E_HOMO: -16.9 eV
E: -2343.65381 hartree
Total charge: +3
E_LUMO: -12.02 eV

---

Formula: C13H23N2O11S2
Source: the OMol25 dataset
Level of theory: ωB97M-V/def2-TZVPD

Each line ends with the Löwdin charge.
Positions of all 51 atoms, in Å:
C (2.80347, -0.36370, 0.53315)  -0.11
C (1.45373, -0.37129, -0.37861)  -0.24
C (0.91282, 1.15315, -0.37826)  -0.26
S (-0.85499, 1.30341, -0.95162)  0.61
O (-1.17504, 0.12507, -1.86514)  -0.42
O (-0.91863, 2.59297, -1.73750)  -0.42
N (-1.91831, 1.20657, 0.37789)  -0.37
S (-3.40278, 1.97606, 0.08161)  0.60
O (-3.32274, 3.37536, 0.63705)  -0.42
O (-3.84889, 2.02013, -1.35131)  -0.39
C (-4.81504, 1.15371, 1.01430)  -0.15
C (-5.45869, -0.01499, 0.15280)  -0.40
O (-4.73263, -1.02165, -0.07668)  0.02
N (-6.79502, -0.00746, -0.43169)  -0.15
C (-7.19725, -1.41332, -0.81734)  -0.10
C (-7.84432, 0.43588, 0.53178)  -0.13
H (3.57002, 0.34605, 0.08038)  0.06
H (2.48634, 0.09116, 1.53617)  0.08
H (3.25781, -1.39280, 0.66551)  0.04
H (0.67429, -1.10099, 0.00110)  0.10
H (1.77050, -0.62710, -1.45239)  0.11
H (1.08772, 1.62481, 0.64477)  0.10
H (1.56683, 1.73132, -1.12053)  0.10
H (-5.58275, 1.97154, 1.18073)  0.08
H (-4.46693, 0.78374, 2.04406)  0.12
H (-6.97839, -2.17046, 0.00700)  0.10
H (-8.32002, -1.44429, -1.00551)  0.08
H (-6.65836, -1.62939, -1.79194)  0.10
H (-7.60028, 1.40540, 1.07723)  0.08
H (-8.78252, 0.66721, -0.09549)  0.09
H (-8.17870, -0.38998, 1.26091)  0.10
C (3.49556, -5.85914, 1.39271)  -0.14
C (3.77924, -4.81859, 2.43502)  -0.14
O (4.51668, -3.83934, 1.71654)  0.06
C (4.19046, -3.97538, 0.40186)  -0.56
O (4.50261, -3.20307, -0.45290)  0.16
O (3.46078, -5.10477, 0.18935)  0.07
H (2.54567, -6.36877, 1.55899)  0.13
H (4.29153, -6.60617, 1.31891)  0.13
H (2.86747, -4.35825, 2.82618)  0.14
H (4.36354, -5.21100, 3.26844)  0.13
C (5.73600, 4.49540, -1.29762)  -0.14
C (5.21174, 3.44568, -2.23208)  -0.13
O (4.61275, 2.50510, -1.35209)  0.06
C (4.29935, 3.16919, -0.20627)  -0.54
O (3.63417, 2.71469, 0.67401)  0.16
O (4.84169, 4.41841, -0.19623)  0.06
H (5.72248, 5.49252, -1.73968)  0.13
H (6.74880, 4.27585, -0.94676)  0.13
H (4.44599, 3.83316, -2.91012)  0.14
H (6.00228, 2.97832, -2.82071)  0.13

Computed properties:
Frontier orbital gap: 6.7761 eV
E_HOMO: -4.6 eV
E: -2242.62036 hartree
Total charge: -1
E_LUMO: 2.17 eV

---

Formula: C13H23N5O13
Source: the OMol25 dataset
Level of theory: ωB97M-V/def2-TZVPD

Each line ends with the Löwdin charge.
Positions of all 54 atoms, in Å:
C (-0.49728, 1.63050, -0.26853)  -0.07
C (0.96477, 1.57640, -0.71001)  -0.20
O (1.12547, 0.88403, -1.98574)  -0.07
C (1.31511, 1.86362, -2.93031)  -0.24
C (0.28537, 2.38919, -3.55180)  0.09
C (0.58452, 3.48561, -4.53866)  -0.38
O (-0.08060, 3.70328, -5.48708)  0.13
C (1.80369, 4.32209, -4.19660)  0.02
C (2.82507, 3.80609, -3.56872)  0.01
C (2.73271, 2.34234, -3.20512)  -0.32
O (3.66947, 1.63548, -3.10996)  0.16
H (-0.98329, 0.66287, -0.38478)  0.05
H (-0.53718, 1.95858, 0.77367)  0.08
H (-1.02672, 2.38546, -0.86290)  0.08
H (1.63714, 1.14438, 0.03841)  0.13
H (1.28950, 2.61871, -0.84075)  0.12
H (-0.71797, 2.04927, -3.32035)  0.14
H (1.79377, 5.37619, -4.46229)  0.13
H (3.70278, 4.37597, -3.28494)  0.11
C (-2.52095, -0.96481, 3.37290)  0.04
N (-1.68905, -0.62405, 2.18953)  -0.42
O (-0.62432, -0.06451, 2.38131)  0.06
O (-2.13346, -0.93181, 1.09948)  0.05
H (-2.00237, -0.63654, 4.26747)  0.10
H (-3.47293, -0.45210, 3.26460)  0.06
H (-2.65532, -2.04244, 3.37791)  0.10
C (5.74682, 5.48916, -0.11089)  0.05
N (4.53315, 5.94676, -0.84264)  -0.45
O (4.68610, 6.75045, -1.74163)  0.06
O (3.46962, 5.47896, -0.48708)  0.05
H (6.61346, 5.98506, -0.53350)  0.09
H (5.61759, 5.75529, 0.93435)  0.10
H (5.81603, 4.41185, -0.23489)  0.10
C (-6.91791, -2.32578, 2.57519)  0.06
N (-5.71904, -1.65935, 3.15234)  -0.42
O (-5.24047, -2.13406, 4.16315)  0.07
O (-5.30067, -0.67788, 2.56509)  0.05
H (-7.17394, -3.17585, 3.19755)  0.10
H (-7.72234, -1.59582, 2.56285)  0.10
H (-6.66170, -2.64341, 1.56823)  0.10
C (0.53180, -1.92212, -0.67881)  0.05
N (0.84287, -2.87949, 0.41805)  -0.43
O (2.00861, -3.03980, 0.71619)  0.07
O (-0.10186, -3.44042, 0.94599)  0.04
H (1.46001, -1.50295, -1.05001)  0.09
H (0.01700, -2.47491, -1.45981)  0.11
H (-0.10485, -1.14785, -0.26194)  0.05
C (0.02574, -6.77330, 1.38150)  0.03
N (-0.41390, -8.16678, 1.67041)  -0.45
O (0.29141, -8.84253, 2.39350)  0.06
O (-1.45496, -8.53047, 1.15842)  0.06
H (0.96019, -6.58811, 1.89883)  0.10
H (0.15467, -6.68719, 0.30653)  0.10
H (-0.75137, -6.10328, 1.73631)  0.09

Computed properties:
Frontier orbital gap: 9.2792 eV
E_HOMO: -10.0 eV
E: -1760.50510 hartree
SMILES string: CCOC1=CC(=O)C=CC1=O.C[N+](=O)[O-].C[N+](=O)[O-].C[N+](=O)[O-].C[N+](=O)[O-].C[N+](=O)[O-]
E_LUMO: -0.69 eV